No. 1
ORCA calculation (ωB97M-V/def2-TZVPD) on a structure of composition C68H62N3O3P2RhSb.

Largest force on an atom ... 0.0190 Eh/bohr
E_HOMO ... -9.6903 eV
HOMO-LUMO gap ... 6.6 eV
Total energy ... -110254.695 eV
Net charge ... +1

Element x y z (Å)
Rh 0.1219 0.4227 -0.1906
C -1.2416 0.2889 -4.4614
O 0.0180 0.0607 -5.0663
C 1.1743 -0.0128 -4.3522
C 2.3005 -0.0142 -5.1578
C 3.5936 -0.0174 -4.6488
C 3.7629 0.0068 -3.2883
C 2.6455 -0.0068 -2.4369
C 2.9516 0.1102 -1.0361
N 2.0912 0.2049 -0.0907
N 2.5910 0.2513 1.2091
C 1.6668 0.5390 2.0668
O 0.4119 0.8008 1.7641
C 2.0127 0.5955 3.5035
C 1.0593 0.9941 4.4346
C 1.3860 1.0512 5.7814
C 2.6632 0.7070 6.2010
C 3.6146 0.3023 5.2718
C 3.2941 0.2454 3.9263
C 1.3084 -0.0625 -2.9358
O 0.2587 -0.1971 -2.1484
H -1.9146 0.5173 -5.2856
H -1.2145 1.1302 -3.7657
H -1.5805 -0.6063 -3.9512
H 2.1304 0.0049 -6.2272
H 4.4421 -0.0187 -5.3184
H 4.7539 0.0397 -2.8522
H 3.9948 0.0904 -0.7306
H 0.0615 1.2517 4.1023
H 0.6425 1.3634 6.5035
H 2.9182 0.7513 7.2518
H 4.6090 0.0286 5.5996
H 4.0214 -0.0749 3.1932
C -1.1154 3.4171 0.6675
N -2.2914 3.3471 -0.1749
C -3.0671 2.1200 -0.2021
P -2.1777 0.5964 0.3073
C -2.4334 0.4818 2.1104
C -3.2699 1.3437 2.8180
C -3.4749 1.1680 4.1815
C -2.8548 0.1250 4.8509
C -2.0138 -0.7341 4.1558
C -1.7993 -0.5469 2.8025
C -3.3449 -0.6065 -0.3752
C -4.5316 -0.9462 0.2701
C -5.4222 -1.8116 -0.3471
C -5.1325 -2.3369 -1.6005
C -3.9514 -1.9937 -2.2432
C -3.0604 -1.1281 -1.6273
C -3.1086 4.5152 -0.2710
C -3.3173 5.3556 0.8169
C -4.1246 6.4783 0.6834
C -4.7453 6.7517 -0.5252
C -4.5506 5.9018 -1.6067
C -3.7295 4.7928 -1.4851
P 0.3088 2.7054 -0.2607
C 0.3028 3.5971 -1.8423
C 1.0206 3.1173 -2.9317
C 1.0650 3.8256 -4.1241
C 0.4052 5.0386 -4.2316
C -0.2774 5.5498 -3.1356
C -0.3249 4.8410 -1.9475
C 1.7950 3.3045 0.5798
C 2.9512 3.5780 -0.1497
C 4.0893 4.0312 0.4986
C 4.0790 4.2276 1.8723
C 2.9251 3.9780 2.6003
C 1.7870 3.5192 1.9577
H -1.1946 2.8966 1.6296
H -0.8788 4.4585 0.8834
H -3.4106 1.9104 -1.2188
H -3.9761 2.1938 0.4064
H -3.7682 2.1705 2.3315
H -4.1255 1.8483 4.7150
H -3.0196 -0.0148 5.9111
H -1.5059 -1.5388 4.6728
H -1.1202 -1.2011 2.2742
H -4.7541 -0.5562 1.2559
H -6.3414 -2.0833 0.1550
H -5.8277 -3.0173 -2.0741
H -3.7206 -2.4069 -3.2175
H -2.1268 -0.8567 -2.1001
H -2.8503 5.1379 1.7705
H -4.2762 7.1326 1.5318
H -5.3783 7.6228 -0.6261
H -5.0271 6.1136 -2.5549
H -3.5453 4.1443 -2.3331
H 1.5721 2.1946 -2.8562
H 1.6219 3.4224 -4.9599
H 0.4344 5.5939 -5.1599
H -0.7795 6.5060 -3.2030
H -0.8544 5.2777 -1.1148
H 2.9715 3.4381 -1.2230
H 4.9841 4.2372 -0.0738
H 4.9692 4.5826 2.3746
H 2.9093 4.1268 3.6722
H 0.8982 3.3170 2.5401
C -2.5841 -3.5773 1.4174
C -1.7237 -4.7237 0.9704
C -2.1793 -6.0244 1.1918
C -1.4221 -7.1273 0.8413
C -0.1818 -6.9460 0.2451
C 0.2756 -5.6616 0.0086
C -0.4788 -4.5439 0.3704
Sb 0.4627 -2.6650 -0.0920
C 2.2223 -2.8897 1.1001
C 3.4606 -2.5526 0.5620
C 4.6157 -2.5847 1.3244
C 4.5371 -2.9538 2.6579
C 3.3067 -3.2681 3.2111
C 2.1372 -3.2359 2.4547
C 0.8297 -3.5494 3.1331
C 0.8835 -3.2641 -2.1166
C -0.2485 -2.9849 -2.8883
C -0.3008 -3.2318 -4.2467
C 0.8119 -3.7701 -4.8736
C 1.9200 -4.0952 -4.1161
C 1.9830 -3.8718 -2.7366
C 3.2217 -4.3784 -2.0440
H -3.6423 -3.8201 1.3181
H -2.3973 -2.6801 0.8292
H -2.4018 -3.3360 2.4682
H -3.1522 -6.1647 1.6490
H -1.8003 -8.1245 1.0251
H 0.4219 -7.7969 -0.0415
H 1.2383 -5.5356 -0.4707
H 3.5314 -2.2615 -0.4765
H 5.5681 -2.3215 0.8818
H 5.4294 -2.9893 3.2700
H 3.2437 -3.5376 4.2589
H 0.9352 -3.4744 4.2150
H 0.4773 -4.5540 2.8917
H 0.0433 -2.8525 2.8308
H -1.1252 -2.5721 -2.4061
H -1.1966 -3.0055 -4.8115
H 0.8066 -3.9612 -5.9387
H 2.7720 -4.5610 -4.5981
H 3.5573 -5.2950 -2.5291
H 3.0608 -4.5962 -0.9918
H 4.0433 -3.6627 -2.1131

Cartesian forces (eV/Å) of the 6 atoms listed first:
Rh 0.383 -0.476 -0.097
C 0.057 0.116 -0.005
O -0.037 -0.113 0.036
C 0.070 0.032 0.009
C -0.026 0.003 -0.006
C 0.068 -0.024 0.006



No. 2
ORCA calculation (ωB97M-V/def2-TZVPD) on a cluster of 17 separate species, C68H85N17 in total.

Largest force on an atom ... 0.0900 Eh/bohr
E_HOMO ... -7.7774 eV
HOMO-LUMO gap ... 8.2 eV
Total energy ... -97217.314 eV

Element x y z (Å)
N 30.5808 30.0158 -22.5662
C 30.7595 28.8067 -21.8354
C 29.7358 27.9846 -22.2679
C 28.8953 28.6609 -23.1894
C 29.4541 29.9278 -23.4005
H 31.0526 30.8660 -22.2931
H 31.6361 28.7373 -21.2084
H 29.6148 26.9769 -21.8987
H 27.9944 28.3444 -23.6940
H 29.1364 30.8108 -23.9352
N 29.0951 24.8642 -20.1329
C 29.2704 23.5090 -20.3434
C 28.0191 22.9258 -20.5561
C 27.0606 23.9260 -20.2852
C 27.7055 25.1465 -20.1256
H 29.8462 25.4150 -19.7422
H 30.2440 23.0473 -20.4161
H 27.7546 21.9037 -20.7836
H 26.0001 23.7828 -20.1392
H 27.2701 26.1018 -19.8724
N 25.7435 30.1159 -27.0590
C 24.4617 29.9276 -26.6413
C 24.4381 29.7209 -25.2962
C 25.7148 29.9594 -24.8277
C 26.5268 30.0330 -25.9473
H 26.0946 30.1291 -28.0059
H 23.6402 30.0629 -27.3292
H 23.5993 29.5102 -24.6494
H 26.0800 29.9894 -23.8118
H 27.5989 30.0569 -26.0761
N 25.2624 26.2555 -30.5209
C 26.5180 25.7510 -30.7405
C 27.2265 26.7411 -31.5383
C 26.3243 27.7532 -31.8364
C 25.0978 27.5224 -31.1283
H 24.6286 25.8414 -29.8523
H 26.7830 24.7560 -30.4147
H 28.2782 26.7290 -31.7836
H 26.6055 28.6235 -32.4108
H 24.2392 28.1676 -31.0145
N 25.1324 33.4072 -19.9930
C 24.1839 33.9049 -20.7549
C 24.1991 33.1902 -21.9573
C 25.0754 32.1481 -21.9174
C 25.5004 32.1831 -20.6135
H 25.4583 33.7093 -19.0860
H 23.7108 34.8510 -20.5370
H 23.7772 33.4031 -22.9285
H 25.4268 31.5111 -22.7157
H 26.2747 31.5902 -20.1495
N 25.6151 27.1319 -24.8436
C 25.8795 26.7519 -23.5268
C 26.8848 25.7148 -23.5694
C 27.3008 25.6187 -24.8701
C 26.5302 26.4994 -25.6140
H 24.9925 27.8497 -25.1858
H 25.2935 27.0027 -22.6550
H 27.3074 25.0786 -22.8059
H 28.0846 25.0546 -25.3537
H 26.6106 26.8119 -26.6446
N 33.6580 24.1915 -20.8042
C 33.5572 22.8338 -20.9412
C 32.6684 22.5846 -21.9919
C 32.1752 23.7908 -22.4809
C 32.7733 24.7876 -21.7447
H 34.2597 24.6880 -20.1628
H 34.0699 22.2488 -20.1919
H 32.4055 21.5942 -22.3331
H 31.4554 23.8896 -23.2799
H 32.7648 25.8511 -21.9324
N 20.2242 23.7260 -26.2587
C 20.6143 24.4072 -25.1458
C 19.8864 23.9020 -24.1071
C 18.9180 22.9682 -24.6514
C 19.1550 22.9604 -25.9905
H 20.6631 23.8759 -27.1559
H 21.3760 25.1716 -25.1889
H 19.9423 24.1624 -23.0605
H 18.2043 22.3779 -24.0959
H 18.7419 22.3845 -26.8055
N 31.1811 27.1754 -25.1349
C 30.8704 26.4515 -26.1672
C 31.8546 26.5359 -27.0740
C 32.7178 27.4915 -26.6362
C 32.3939 27.8243 -25.3400
H 30.5588 27.3714 -24.3639
H 29.9430 25.8983 -26.1824
H 31.7378 26.0147 -28.0126
H 33.4950 27.9591 -27.2225
H 32.8208 28.5091 -24.6222
N 23.6811 26.2824 -20.5395
C 24.4338 27.4245 -20.2872
C 23.7754 28.4048 -20.9693
C 22.7897 27.8281 -21.7939
C 22.7487 26.4706 -21.5074
H 23.8736 25.4079 -20.0723
H 25.3584 27.3550 -19.7334
H 24.0046 29.4547 -21.0769
H 22.1883 28.4747 -22.4158
H 22.1192 25.6639 -21.8531
N 23.5586 23.9152 -28.3688
C 22.4513 23.8157 -29.1680
C 21.9070 25.0954 -29.2067
C 22.5166 25.9978 -28.4116
C 23.5408 25.1868 -27.8182
H 24.3130 23.2444 -28.3349
H 22.1329 22.9232 -29.6860
H 21.0470 25.3900 -29.7898
H 22.2873 27.0346 -28.2142
H 24.3813 25.3786 -27.1676
N 29.0639 19.7334 -24.7553
C 29.8446 20.9168 -24.6359
C 29.9996 21.1095 -23.2791
C 29.6535 19.9577 -22.5828
C 28.9338 19.1616 -23.4548
H 28.6982 19.4086 -25.6390
H 30.1180 21.6340 -25.3957
H 30.2567 22.0138 -22.7476
H 29.6450 19.9931 -21.5034
H 28.3712 18.2457 -23.3497
N 26.1268 21.3292 -26.6052
C 26.3151 22.6562 -26.6776
C 27.1140 22.9314 -27.7794
C 27.1649 21.7984 -28.5136
C 26.6036 20.7779 -27.7998
H 25.6782 20.7718 -25.8924
H 25.9170 23.3150 -25.9200
H 27.5243 23.8460 -28.1812
H 27.8315 21.8050 -29.3634
H 26.7657 19.7136 -27.8859
N 25.3392 22.9728 -22.6983
C 25.0031 21.6739 -22.3982
C 23.6249 21.5309 -22.4617
C 23.1255 22.7887 -22.6111
C 24.1412 23.7156 -22.8085
H 26.2594 23.3240 -22.9221
H 25.7548 20.9321 -22.1723
H 23.0380 20.6507 -22.2444
H 22.0783 23.0228 -22.7333
H 24.1670 24.7484 -23.1231
N 26.4787 32.4537 -29.9778
C 27.5306 32.4088 -29.1278
C 28.0045 31.1298 -28.9418
C 27.2851 30.3405 -29.8890
C 26.2890 31.1500 -30.4073
H 26.0254 33.3230 -30.2203
H 27.7894 33.3175 -28.6047
H 28.7921 30.8901 -28.2428
H 27.5200 29.2910 -29.9886
H 25.5092 30.8852 -31.1060
N 34.0724 22.8776 -26.9758
C 32.6917 22.8620 -26.9215
C 32.2355 22.0066 -27.9359
C 33.3478 21.5353 -28.5976
C 34.4574 22.1206 -28.0597
H 34.6892 23.2499 -26.2680
H 32.2554 23.5489 -26.2114
H 31.1834 21.8623 -28.1327
H 33.3555 20.8425 -29.4261
H 35.4818 21.9973 -28.3788
N 23.1317 28.4489 -17.7514
C 24.3423 29.0882 -17.2301
C 24.2518 28.9919 -15.7748
C 22.9624 28.4337 -15.4724
C 22.2919 28.1226 -16.6554
H 22.9130 28.3002 -18.7262
H 25.0884 29.4730 -17.9096
H 24.9224 29.4679 -15.0747
H 22.5014 28.3234 -14.5020
H 21.2933 27.7474 -16.8242

Cartesian forces (eV/Å) of the 6 atoms listed first:
N -0.495 -1.176 0.360
C -1.065 1.948 -2.151
C 0.410 -0.517 0.945
C 0.699 1.767 -0.629
C 0.883 -0.855 1.939
H -0.102 -0.108 -0.406



Question: What is the total energy in the first record?
Answer: -110254.695 eV



Question: total energy of number 1 (C68H62N3O3P2RhSb)?
Answer: -110254.695 eV



Question: The lowest largest force on an atom belongs to which entry?
Answer: C68H62N3O3P2RhSb



Question: E_HOMO of number 2 (C68H85N17)?
Answer: -7.7774 eV